Record 1
Entry from OMol25: C53H49Ge2N7O2P2Pt as an isolated structure in a non-equilibrium geometry (ωB97M-V with the def2-TZVPD basis set).

Values from the calculation:
Total charge: +3
ΔE to the lowest compared entry with this formula, charge and spin in kcal/mol: 0.0
2S+1: 2
LUMO energy (spin up / spin down) in Eh: -0.318 / -0.317

CARTESIAN COORDINATES (ANGSTROEM)
Pt1 -0.10 0.36 0.19
Ge1 -3.85 -0.29 -2.09
Ge2 -2.74 -0.21 0.15
P1 3.09 -0.59 0.60
P2 0.57 -0.50 2.31
O1 -1.83 -2.51 -0.47
O2 2.69 -1.84 -0.38
N1 -1.34 5.14 -0.78
N2 -0.50 2.57 -0.11
N3 0.01 2.28 -3.66
N4 -0.12 0.67 -2.11
N5 2.29 -0.72 2.01
N6 0.28 1.07 -4.19
N7 0.36 -1.79 -0.38
C1 1.80 -6.15 -1.12
C2 -0.78 3.47 0.82
C3 -1.04 4.25 -1.71
C4 -3.93 -1.33 1.25
C5 0.23 2.16 5.38
C6 0.65 0.29 3.92
C7 -5.11 -1.93 3.29
C8 2.52 2.06 0.58
C9 2.30 -4.85 -0.93
C10 6.90 -1.93 0.46
C11 1.37 -3.86 -0.76
C12 1.28 -0.39 4.98
C13 -3.80 3.99 2.16
C14 -0.67 -2.80 -0.53
C15 -3.02 3.08 2.86
C16 -1.78 -3.63 3.27
C17 4.81 -0.82 0.87
C18 -3.51 1.27 -3.20
C19 -0.93 -4.72 3.24
C20 0.05 -2.20 2.64
C21 -3.89 2.46 0.30
C22 3.15 2.34 -2.12
C23 -3.19 -1.85 -3.07
C24 -1.19 4.76 0.48
C25 1.49 -2.42 -0.50
C26 -5.64 -3.06 2.67
C27 6.81 0.00 1.91
C28 -3.11 1.53 0.98
C29 -4.23 3.68 0.88
C30 2.74 0.93 -0.22
C31 -2.66 1.88 2.26
C32 -0.23 1.99 -2.41
C33 2.60 3.32 0.02
C34 0.21 0.12 -3.26
C35 -0.50 -5.38 -0.93
C36 0.44 -6.40 -1.12
C37 1.39 0.22 6.21
C38 -0.60 2.97 -1.38
C39 0.91 -3.30 2.62
C40 3.09 1.08 -1.57
C41 5.53 -1.84 0.24
C42 0.41 -4.56 2.91
C43 -5.75 -0.40 -1.71
C44 2.90 3.46 -1.33
C45 -4.27 -1.08 2.58
C46 7.53 -1.01 1.28
C47 5.45 0.11 1.69
C48 0.13 1.56 4.13
C49 -1.28 -2.37 2.97
C50 0.00 -4.11 -0.77
C51 0.87 1.49 6.42
C52 -4.47 -2.49 0.66
C53 -5.32 -3.33 1.35
H1 -0.19 3.14 5.55
H2 -2.47 1.55 -3.21
H3 2.49 -6.97 -1.27
H4 -2.69 3.31 3.87
H5 2.97 4.45 -1.76
H6 -3.92 -0.19 3.08
H7 -4.09 4.93 2.62
H8 -4.28 2.24 -0.69
H9 -2.05 1.18 2.82
H10 0.09 -7.42 -1.26
H11 1.08 -5.41 2.90
H12 5.04 -2.56 -0.40
H13 -4.23 -2.73 -0.37
H14 0.94 1.95 7.39
H15 -1.41 5.48 1.26
H16 4.90 0.92 2.17
H17 2.31 1.95 1.64
H18 -1.14 4.54 -2.75
H19 -1.31 -5.71 3.48
H20 7.47 -2.71 -0.02
H21 -6.09 0.43 -1.10
H22 -6.26 -0.37 -2.67
H23 -1.56 -5.58 -0.92
H24 -0.35 2.09 3.32
H25 7.32 0.71 2.55
H26 -4.10 2.13 -2.90
H27 -2.82 -3.74 3.53
H28 -6.31 -3.71 3.22
H29 3.33 0.21 -2.17
H30 -5.36 -1.71 4.32
H31 -0.66 3.18 1.85
H32 1.88 -0.30 7.03
H33 0.39 -0.92 -3.46
H34 -3.44 -2.78 -2.56
H35 -2.11 -1.80 -3.20
H36 -3.80 1.02 -4.22
H37 2.44 4.20 0.63
H38 -1.95 -1.52 3.01
H39 0.49 0.99 -5.17
H40 -6.01 -1.33 -1.21
H41 -4.85 4.38 0.34
H42 8.60 -1.08 1.44
H43 -3.66 -1.86 -4.06
H44 -5.75 -4.20 0.86
H45 3.42 2.47 -3.16
H46 1.96 -3.19 2.38
H47 3.37 -4.66 -0.93
H48 2.88 -0.82 2.83
H49 1.65 -1.40 4.85

Record 2
Entry from OMol25: C53H49N3O4RhS2 as an isolated structure (ωB97M-V with the def2-TZVPD basis set).

Values from the calculation:
Total charge: -1
2S+1: 5
LUMO energy (spin up / spin down) in Eh: 0.071 / 0.065

CARTESIAN COORDINATES (ANGSTROEM)
Rh1 -0.33 1.41 -1.21
S1 -4.51 2.89 -1.65
S2 -0.67 -2.73 -3.31
O1 3.39 1.98 1.33
O2 -0.41 0.68 0.65
O3 2.10 1.59 3.14
O4 1.60 1.58 -1.12
N1 -2.34 1.42 -1.45
N2 -1.13 -5.31 -3.26
N3 0.85 -4.62 -2.12
C1 -1.53 4.75 2.46
C2 -4.65 1.19 -1.22
C3 -1.08 5.77 -3.07
C4 2.61 -1.33 -2.11
C5 0.95 -2.82 -0.42
C6 2.50 0.69 -0.54
C7 -3.29 -0.79 -0.85
C8 6.33 0.78 -1.06
C9 1.50 0.84 2.08
C10 -0.48 3.19 -2.16
C11 0.51 3.64 0.96
C12 -2.08 0.11 2.61
C13 0.34 -6.91 -2.30
C14 -5.79 0.46 -0.97
C15 -0.80 5.56 1.60
C16 5.29 2.06 -2.79
C17 3.34 2.14 2.73
C18 -5.05 -3.81 -1.43
C19 -5.68 -0.89 -0.66
C20 -2.96 -3.53 -0.12
C21 -0.83 -6.54 -2.96
C22 -5.15 -3.31 1.03
C23 -0.44 0.56 4.29
C24 2.43 -6.26 -1.13
C25 -0.22 2.81 1.81
C26 -0.30 -4.29 -2.89
C27 3.42 3.62 3.08
C28 -2.12 4.96 -2.63
C29 -1.25 3.40 2.55
C30 -2.49 -0.55 4.89
C31 0.23 5.30 -3.07
C32 0.02 1.28 1.83
C33 3.92 0.99 -1.11
C34 1.22 -1.52 -0.13
C35 5.08 0.48 -0.54
C36 -4.44 -1.53 -0.60
C37 4.48 1.37 3.39
C38 0.52 4.01 -2.60
C39 2.64 0.82 1.02
C40 6.44 1.59 -2.18
C41 -1.26 -0.03 5.24
C42 -2.90 -0.47 3.56
C43 2.32 -2.60 -2.47
C44 -2.77 2.70 -1.75
C45 -3.38 0.57 -1.16
C46 1.70 -3.55 -1.49
C47 1.17 -5.91 -1.87
C48 0.23 4.99 0.86
C49 -4.39 -3.02 -0.28
C50 2.14 -0.76 -0.90
C51 -0.84 0.63 2.95
C52 -1.83 3.65 -2.18
C53 4.04 1.76 -2.26
H1 0.80 5.60 0.17
H2 -3.87 -0.87 3.27
H3 1.41 -0.19 2.44
H4 2.68 -3.01 -3.41
H5 3.22 -0.07 1.29
H6 2.58 4.15 2.63
H7 -2.44 -3.02 0.70
H8 -0.92 -0.08 6.28
H9 0.66 -1.03 0.65
H10 -6.59 -1.45 -0.48
H11 -6.77 0.94 -1.01
H12 3.17 -0.71 -2.80
H13 2.42 -5.87 -0.11
H14 -3.13 -1.01 5.63
H15 -5.06 -4.88 -1.19
H16 -6.21 -3.07 0.95
H17 -1.85 2.79 3.22
H18 2.53 -7.34 -1.09
H19 7.42 1.84 -2.58
H20 5.36 2.67 -3.69
H21 -2.40 0.17 1.57
H22 0.51 0.99 4.59
H23 -5.06 -4.38 1.28
H24 -2.98 -4.60 0.10
H25 -2.30 -1.24 -0.82
H26 7.22 0.39 -0.58
H27 3.37 3.74 4.16
H28 -4.72 -2.73 1.85
H29 -1.56 -7.29 -3.27
H30 -1.29 6.77 -3.41
H31 -3.14 5.32 -2.63
H32 -2.34 5.17 3.04
H33 2.52 -4.10 -1.03
H34 5.02 -0.16 0.34
H35 4.42 1.50 4.47
H36 5.43 1.75 3.03
H37 0.59 -7.94 -2.11
H38 0.21 -3.38 0.15
H39 -1.03 6.62 1.50
H40 4.36 4.03 2.70
H41 3.30 -5.85 -1.65
H42 4.40 0.30 3.16
H43 -2.38 -3.40 -1.03
H44 -6.08 -3.48 -1.59
H45 1.32 3.23 0.37
H46 3.14 2.12 -2.73
H47 1.55 3.68 -2.57
H48 -4.49 -3.67 -2.35
H49 1.04 5.94 -3.42

Record 3
Entry from OMol25: C53H50BiFGe2N5O4S2Si as an isolated structure in a non-equilibrium geometry (ωB97M-V with the def2-TZVPD basis set).

Values from the calculation:
Total charge: -2
2S+1: 2
LUMO energy (spin up / spin down) in Eh: 0.131 / 0.131

CARTESIAN COORDINATES (ANGSTROEM)
Bi1 0.74 0.61 1.14
Ge1 -1.29 0.94 -2.81
Ge2 -1.62 -0.81 -0.98
S1 5.56 1.20 -4.71
S2 3.55 -4.74 5.38
Si1 -1.93 -2.48 1.93
F1 0.13 -1.25 -1.25
O1 2.67 1.63 1.59
O2 -1.29 -1.55 0.74
O3 -2.99 3.16 3.59
O4 -1.16 2.10 2.05
N1 2.61 -0.01 -0.62
N2 -0.70 3.50 0.27
N3 0.83 0.95 4.60
N4 0.59 2.96 0.35
N5 2.19 -1.27 1.78
C1 -3.54 3.90 0.05
C2 1.43 -4.19 6.67
C3 1.51 3.67 -0.17
C4 -5.96 0.63 0.56
C5 -3.54 3.60 2.44
C6 -4.83 4.41 0.10
C7 4.34 -2.39 1.60
C8 3.36 -1.49 1.09
C9 -2.57 -2.30 -3.40
C10 -0.85 -3.99 2.19
C11 -2.86 -4.68 -3.56
C12 3.29 2.25 -4.27
C13 -4.81 4.16 2.49
C14 2.85 -2.86 3.46
C15 3.77 2.83 -5.48
C16 -4.90 0.67 1.45
C17 3.81 4.01 -0.94
C18 -0.21 0.12 -4.26
C19 5.00 -0.29 -2.00
C20 3.59 -0.82 -0.12
C21 3.99 0.55 -2.50
C22 4.99 2.36 -5.84
C23 -0.59 2.79 -2.82
C24 5.17 3.78 -0.92
C25 -2.90 -3.43 -4.15
C26 1.97 -1.94 2.90
C27 4.14 1.33 -3.73
C28 2.92 3.32 -0.11
C29 2.52 -5.00 6.73
C30 1.42 -3.35 5.52
C31 -3.02 1.34 -3.73
C32 -2.21 -2.38 -2.06
C33 -3.38 -0.11 -0.27
C34 -1.49 2.97 1.17
C35 4.07 -3.07 2.76
C36 -5.45 4.55 1.33
C37 -2.16 -3.66 -1.50
C38 2.81 0.62 -1.75
C39 -4.46 -0.16 -1.15
C40 4.82 2.16 0.84
C41 -2.01 -1.54 3.55
C42 0.81 0.83 3.46
C43 3.42 2.34 0.79
C44 -2.49 -4.80 -2.23
C45 -5.74 0.21 -0.75
C46 2.51 -3.53 4.70
C47 5.57 -2.55 0.87
C48 5.67 2.85 -0.01
C49 -3.63 0.30 1.04
C50 -2.88 3.51 1.21
C51 4.81 -0.99 -0.83
C52 5.80 -1.88 -0.28
C53 -3.67 -3.10 1.59
H1 -5.30 4.24 3.46
H2 -4.30 -0.49 -2.17
H3 -3.69 -3.93 0.89
H4 -1.01 3.41 -2.04
H5 -6.45 4.97 1.38
H6 -3.18 -3.32 -5.19
H7 -1.39 -4.77 2.74
H8 5.20 1.43 1.54
H9 -0.87 3.19 -3.80
H10 -6.96 0.91 0.88
H11 -5.06 1.00 2.47
H12 5.59 2.61 -6.70
H13 -2.99 -1.09 3.70
H14 -2.81 0.34 1.75
H15 -3.12 -5.57 -4.14
H16 3.22 3.57 -6.05
H17 0.50 2.81 -2.73
H18 -4.13 -3.43 2.53
H19 1.98 1.22 -2.11
H20 5.83 4.30 -1.60
H21 -2.45 -5.77 -1.76
H22 6.73 -2.01 -0.82
H23 -2.18 2.65 3.34
H24 -3.54 0.45 -4.10
H25 0.63 -2.64 5.31
H26 -3.01 3.80 -0.90
H27 -2.57 -1.34 -3.90
H28 6.32 -3.23 1.27
H29 -1.81 -2.21 4.40
H30 -1.84 -3.78 -0.47
H31 -1.27 -0.73 3.60
H32 -4.29 -2.30 1.17
H33 1.04 -1.72 3.41
H34 2.79 -5.71 7.49
H35 -5.33 4.70 -0.82
H36 -0.51 -4.41 1.24
H37 -0.85 -0.28 -5.05
H38 -6.56 0.17 -1.46
H39 4.80 -3.78 3.15
H40 2.34 2.51 -3.82
H41 5.93 -0.40 -2.54
H42 0.05 -3.75 2.77
H43 6.73 2.65 0.03
H44 -3.71 1.87 -3.07
H45 0.44 0.88 -4.71
H46 3.39 4.74 -1.63
H47 0.42 -0.69 -3.88
H48 1.24 4.61 -0.65
H49 0.66 -4.18 7.42
H50 -2.78 1.98 -4.58

Record 4
Entry from OMol25: C53H50NP3PdSi as an isolated structure in a non-equilibrium geometry (ωB97M-V with the def2-TZVPD basis set).

Values from the calculation:
Total charge: +2
2S+1: 5
LUMO energy (spin up / spin down) in Eh: -0.163 / -0.324

CARTESIAN COORDINATES (ANGSTROEM)
Pd1 1.79 -0.32 0.06
P1 3.74 -1.69 -0.39
P2 1.28 1.45 -1.40
P3 0.44 -1.62 1.59
Si1 1.46 1.41 1.61
N1 -2.58 -0.89 -0.09
C1 -3.86 1.88 2.51
C2 0.40 2.75 0.76
C3 -4.14 0.76 0.35
C4 0.17 -0.61 3.07
C5 -5.61 -1.05 -4.28
C6 3.69 -3.52 -0.35
C7 -1.16 0.72 -4.55
C8 -4.80 1.91 -0.15
C9 -0.20 -1.19 4.29
C10 -2.84 -3.97 1.78
C11 1.50 -5.38 2.87
C12 3.71 4.27 -3.10
C13 0.71 1.04 -3.04
C14 3.93 2.35 -1.05
C15 -1.02 4.73 -0.66
C16 -0.64 0.92 -3.27
C17 2.76 2.40 -1.82
C18 1.09 0.74 -5.45
C19 -0.30 0.56 -5.64
C20 4.80 4.29 -2.23
C21 -3.59 -1.15 -2.91
C22 -3.66 0.77 1.65
C23 -0.22 3.81 1.46
C24 1.59 0.94 -4.16
C25 1.37 -3.02 2.33
C26 2.85 -3.79 4.07
C27 2.97 2.19 2.35
C28 1.06 -4.36 2.03
C29 0.39 1.50 4.28
C30 0.50 0.77 3.09
C31 5.09 -1.52 0.81
C32 -0.92 4.79 0.73
C33 0.23 2.67 -0.63
C34 -2.91 -3.29 -0.48
C35 4.58 -1.38 -2.00
C36 -1.68 -3.20 1.98
C37 4.90 3.31 -1.22
C38 -3.65 -0.38 -0.52
C39 -3.40 -4.07 0.52
C40 -0.46 3.63 -1.34
C41 -4.31 -0.62 -1.82
C42 -4.27 -1.37 -4.12
C43 2.70 3.30 -2.92
C44 -1.11 -2.42 1.02
C45 -4.68 2.91 2.06
C46 -5.15 2.92 0.73
C47 -0.11 0.92 5.47
C48 -0.43 -0.44 5.44
C49 -5.68 -0.25 -1.99
C50 2.34 -2.75 3.28
C51 -6.30 -0.44 -3.21
C52 -1.91 -2.21 -0.25
C53 2.42 -5.11 3.89
H1 -2.56 -1.38 -2.84
H2 -1.27 -2.16 -1.18
H3 3.58 -3.58 4.84
H4 -0.53 3.57 -2.44
H5 -1.31 0.98 -2.41
H6 -0.29 -2.26 4.32
H7 -5.82 3.73 0.47
H8 1.76 0.73 -6.31
H9 -6.18 -1.31 -5.19
H10 1.95 3.24 -3.68
H11 -3.30 1.96 3.46
H12 0.59 2.59 4.27
H13 -1.55 5.50 -1.24
H14 5.66 4.95 -2.40
H15 4.62 -3.92 -0.74
H16 5.54 -1.91 -2.08
H17 0.34 -4.58 1.23
H18 -2.25 0.68 -4.71
H19 5.92 -2.15 0.50
H20 2.86 2.24 3.45
H21 3.65 4.98 -3.92
H22 -4.23 -4.70 0.26
H23 -0.85 -0.95 6.31
H24 3.05 3.24 2.04
H25 -6.24 0.27 -1.25
H26 -3.21 -4.61 2.60
H27 2.83 -3.91 -0.90
H28 2.64 1.09 -3.98
H29 -3.05 -0.08 1.96
H30 -4.82 3.77 2.68
H31 2.66 -1.70 3.46
H32 -7.29 -0.02 -3.41
H33 5.77 3.36 -0.55
H34 -5.07 2.02 -1.19
H35 4.77 -0.33 -2.11
H36 2.86 -5.88 4.49
H37 -1.35 5.64 1.29
H38 -3.73 -1.77 -4.98
H39 4.75 -1.80 1.82
H40 5.42 -0.50 0.79
H41 3.60 -3.89 0.66
H42 3.90 1.64 2.09
H43 3.96 1.62 -0.23
H44 3.92 -1.67 -2.81
H45 -3.38 -3.32 -1.46
H46 -0.71 0.27 -6.62
H47 -0.22 1.47 6.38
H48 -0.19 3.89 2.55
H49 1.13 -6.40 2.69
H50 -1.22 -3.26 2.95

Result set for calculated total energy: -7537.9242 -3421.1486 -8178.7981 -3545.1820 hartree, one per record in the order listed.